DFT (the ωB97M-V functional and the def2-TZVPD basis) results for the molecule C7H14N2O3 at a distorted geometry.

Cartesian coordinates (Å):
O1 -2.899 1.883 0.020
N1 -2.906 0.679 -0.222
O2 -3.367 0.157 -1.180
O3 -2.437 -0.091 0.757
C1 -1.956 -1.402 0.294
C2 -0.650 -1.188 -0.397
C3 0.622 -1.012 0.503
C4 0.501 0.338 1.393
C5 0.573 1.664 0.552
N2 1.821 1.584 -0.256
C6 1.972 0.427 -1.138
C7 1.954 -0.847 -0.316
H1 -2.797 -1.824 -0.263
H2 -1.766 -2.107 1.081
H3 -0.793 -0.312 -1.061
H4 -0.460 -2.041 -1.039
H5 0.704 -1.900 1.127
H6 1.343 0.375 2.112
H7 -0.503 0.371 1.926
H8 0.656 2.648 1.124
H9 -0.398 1.706 -0.039
H10 1.898 2.414 -0.791
H11 2.910 0.494 -1.654
H12 1.115 0.299 -1.853
H13 2.119 -1.589 -1.088
H14 2.743 -0.725 0.408

## Properties
E_HOMO: -8.79 eV
lowest unoccupied orbital energy: 0.017 Ha
multiplicity: 1
frontier orbital gap: 9.2 eV
E: -16604.0084 eV
SMILES: O=[N+]([O-])OCCC1CCNCC1